Computed, not measured: C14H12B2Br6O18V as an isolated structure, with ωB97M-V/def2-TZVPD.

Computed properties:
Net charge = -1
ΔE to the lowest compared entry with this formula, charge and spin = 129.8 kJ/mol
HOMO level = -7.56 eV

Cartesian coordinates (Å):
O: -13.8945 13.1273 -13.8554
V: -13.6662 12.7699 -15.3660
O: -12.8948 11.4130 -15.4718
O: -8.3222 16.4458 -20.7203
C: -8.7203 16.5126 -19.6180
O: -8.6611 15.5611 -18.6664
B: -9.4595 15.9514 -17.5059
O: -9.8258 17.3560 -17.7358
C: -9.4531 17.7170 -18.9620
O: -9.6459 18.7281 -19.4898
O: -8.8341 15.7072 -16.2177
C: -9.5935 14.9289 -15.4849
O: -9.3689 14.5661 -14.3729
C: -10.8243 14.5442 -16.3507
O: -10.6871 15.0509 -17.5024
O: -11.6585 13.7408 -15.9861
O: -16.0094 13.7587 -19.1611
C: -14.9248 13.5350 -19.5727
O: -14.4629 13.6687 -20.7791
B: -13.0110 13.4459 -20.7662
O: -12.7157 12.9035 -19.3938
C: -13.7341 13.0891 -18.6908
O: -13.7927 12.9814 -17.4908
O: -12.2621 14.6985 -20.9910
C: -11.6202 14.6244 -22.1574
O: -10.9677 15.4438 -22.6810
C: -11.8305 13.1950 -22.7158
O: -12.5823 12.5361 -21.8141
O: -11.3924 12.7329 -23.7079
Br: -10.7614 13.1493 -10.0108
C: -9.5896 14.6958 -9.7742
C: -8.8522 14.9111 -11.0853
Br: -7.7895 16.5286 -10.9496
H: -8.8928 14.4708 -8.9755
H: -10.2083 15.5523 -9.5340
H: -9.5364 14.9754 -11.9211
H: -8.1678 14.0907 -11.2803
Br: -10.0810 21.8336 -20.3598
C: -10.5494 21.7204 -18.4900
C: -9.9544 22.7898 -17.6461
Br: -8.0264 22.5968 -17.5630
H: -10.2534 20.7253 -18.1558
H: -11.6371 21.6582 -18.4195
H: -10.4142 22.6848 -16.6599
H: -10.1696 23.8058 -17.9563
Br: -12.2832 10.4440 -12.2272
C: -10.3190 10.3206 -12.2727
C: -9.8475 11.1661 -13.4033
Br: -7.9781 10.7777 -13.7216
H: -10.1048 9.2751 -12.4540
H: -9.9899 10.6598 -11.3023
H: -9.9042 12.2246 -13.1677
H: -10.4221 11.0260 -14.3122


Computed, not measured: C28H39BN7NiS4 as an isolated structure, with ωB97M-V/def2-TZVPD.

Computed properties:
Net charge = +1
⟨S²⟩ = 2.049
2S+1 = 3
ΔE to the lowest compared entry with this formula, charge and spin = 88.5 kJ/mol
HOMO level (spin up / spin down) = -10.57 / -10.99 eV

Cartesian coordinates (Å):
Ni: -2.5782 0.5184 2.7473
C: -3.9322 -4.0463 0.8952
C: -2.7716 -3.2164 0.4853
C: -1.8624 -3.6161 -0.4576
C: -0.7805 -2.7721 -0.7904
N: -0.6854 -1.5697 -0.2672
N: -1.5419 -1.1668 0.6467
B: -1.3950 0.2959 1.1547
N: -0.0110 0.6816 1.7251
N: 1.0931 0.0307 1.4145
C: 2.2396 0.3794 1.9472
C: 2.3298 1.4735 2.8399
C: 1.1989 2.1712 3.1712
C: 1.1746 3.2677 4.1744
C: -0.0171 1.7284 2.5920
S: -1.5088 2.4380 3.0060
C: 3.4515 -0.4515 1.5874
C: 3.1415 -1.9125 1.9319
C: 4.7155 -0.0269 2.3384
C: 3.7176 -0.2884 0.0860
N: -1.8651 1.3175 0.0865
N: -0.9474 1.6183 -0.8265
C: -1.1881 2.5182 -1.7440
C: -2.4160 3.2268 -1.7498
C: -3.3782 2.9265 -0.8286
C: -4.6619 3.6635 -0.7478
C: -3.0964 1.8952 0.1131
S: -4.2584 1.4490 1.2554
C: -0.1127 2.7621 -2.7855
C: 0.1406 1.4301 -3.4986
C: 1.1744 3.2141 -2.0858
C: -0.5342 3.8111 -3.8160
C: -2.5407 -1.9584 1.1012
S: -3.4979 -1.4988 2.4331
C: 0.3128 -3.2291 -1.7359
C: 0.3776 -2.2794 -2.9367
C: 0.1073 -4.6616 -2.2311
C: 1.6344 -3.1520 -0.9668
H: -3.9639 -4.9738 0.3303
H: -4.8613 -3.4962 0.7527
H: -3.8661 -4.2733 1.9581
H: -1.9824 -4.5772 -0.9258
H: 3.2706 1.7459 3.2888
H: 2.1740 3.4982 4.5334
H: 0.5551 2.9601 5.0175
H: 0.7161 4.1643 3.7598
H: 3.1000 -2.0484 3.0094
H: 3.9227 -2.5539 1.5362
H: 2.1831 -2.2090 1.5248
H: 4.5956 -0.1176 3.4155
H: 5.0104 0.9900 2.0867
H: 5.5245 -0.6885 2.0400
H: 2.8200 -0.4862 -0.4885
H: 4.5007 -0.9765 -0.2191
H: 4.0478 0.7247 -0.1310
H: -2.5961 4.0170 -2.4592
H: -4.7393 4.3850 -1.5549
H: -4.7187 4.1809 0.2087
H: -5.4977 2.9692 -0.7857
H: 0.4736 0.6949 -2.7739
H: 0.9037 1.5505 -4.2617
H: -0.7679 1.0714 -3.9765
H: 1.4958 2.4652 -1.3672
H: 1.0233 4.1590 -1.5694
H: 1.9595 3.3533 -2.8239
H: -1.4351 3.5029 -4.3416
H: 0.2550 3.9227 -4.5540
H: -0.6951 4.7836 -3.3569
H: -0.5554 -2.2957 -3.4958
H: 1.1806 -2.5838 -3.6037
H: 0.5711 -1.2705 -2.5879
H: -0.8013 -4.7599 -2.8189
H: 0.0890 -5.3713 -1.4081
H: 0.9405 -4.9274 -2.8746
H: 1.8033 -2.1317 -0.6486
H: 2.4505 -3.4680 -1.6089
H: 1.6155 -3.7920 -0.0894
S: -1.4811 -0.8504 4.5398
C: -0.5348 -1.7879 3.5729
N: 0.0896 -2.4724 2.8830


Computed, not measured: C35H31IMoN2O3 as an isolated structure, with ωB97M-V/def2-TZVPD.

Computed properties:
Net charge = +2
⟨S²⟩ = 2.025
2S+1 = 3
HOMO level (spin up / spin down) = -13.55 / -13.56 eV

Cartesian coordinates (Å):
Mo: 0.4438 0.5711 -0.6812
O: 1.9608 1.1174 -0.3216
C: -0.3722 2.7254 0.5984
C: -1.8456 2.4144 0.4538
C: -2.2874 1.0225 0.7846
C: -3.4016 0.8078 1.5595
C: -3.8816 -0.4859 1.6960
C: -3.2330 -1.5053 1.0370
C: -2.0930 -1.2435 0.2866
C: -1.4473 -2.3800 -0.4573
C: 0.0821 -2.4312 -0.4268
O: 0.5552 -1.2661 -1.0869
C: 0.6484 -2.4396 0.9979
C: 1.9691 -2.0326 1.1780
C: 2.5452 -2.0523 2.4385
C: 1.8107 -2.4879 3.5353
C: 0.4979 -2.8971 3.3631
C: -0.0826 -2.8712 2.0992
C: 0.5507 -3.6635 -1.2037
C: 0.2122 -4.9344 -0.7542
C: 0.6027 -6.0553 -1.4681
C: 1.3456 -5.9200 -2.6339
C: 1.7065 -4.6585 -3.0745
C: 1.3114 -3.5312 -2.3607
N: -1.6093 0.0152 0.1785
C: 0.2360 3.6340 -0.3243
C: 1.6286 3.9261 -0.2569
C: 2.1961 4.8859 -1.0577
C: 1.4053 5.5817 -1.9717
C: 0.0428 5.3005 -2.0863
C: -0.5324 4.3390 -1.2926
C: 0.2489 2.4726 1.8994
C: 0.1693 1.2399 2.5778
C: 0.7530 1.0855 3.8205
C: 1.3824 2.1570 4.4412
C: 1.4337 3.3941 3.8078
C: 0.8909 3.5483 2.5486
H: -2.1788 2.5860 -0.5699
H: -2.3839 3.1237 1.0894
H: -3.8972 1.6427 2.0345
H: -4.7582 -0.6873 2.2977
H: -3.5965 -2.5219 1.0986
H: -1.7542 -2.3286 -1.5077
H: -1.8466 -3.3200 -0.0824
H: 2.5561 -1.7241 0.3210
H: 3.5764 -1.7479 2.5594
H: 2.2672 -2.5240 4.5157
H: -0.0766 -3.2541 4.2079
H: -1.0990 -3.2213 1.9874
H: -0.3444 -5.0579 0.1681
H: 0.3348 -7.0402 -1.1098
H: 1.6548 -6.7965 -3.1866
H: 2.3095 -4.5473 -3.9660
H: 1.6445 -2.5528 -2.6804
H: 2.2572 3.3449 0.4016
H: 3.2563 5.0850 -0.9892
H: 1.8538 6.3367 -2.6043
H: -0.5648 5.8517 -2.7906
H: -1.5937 4.1760 -1.3960
H: -0.3074 0.3726 2.1432
H: 0.7093 0.1180 4.3023
H: 1.8180 2.0339 5.4236
H: 1.8881 4.2420 4.3014
H: 0.8930 4.5258 2.0857
N: -0.3883 -0.5351 -3.6660
C: -0.6556 0.7386 -3.4882
O: -0.4636 1.3217 -2.3739
C: -1.2287 1.5412 -4.5963
I: -3.2580 1.9862 -4.0928
H: 0.0032 -1.0873 -2.9033
H: -0.5376 -0.9835 -4.5567
H: -1.2213 1.0263 -5.5506
H: -0.7110 2.4934 -4.6704


Computed, not measured: one molecule with the formula CH2ClF2NS, with ωB97M-V/def2-TZVPD.

Computed properties:
Net charge = 0
SMILES = NSC(F)(F)Cl
ΔE to the lowest compared entry with this formula, charge and spin = 0.0 kJ/mol
HOMO level = -9.87 eV

Cartesian coordinates (Å):
C: 0.5687 -0.9242 -0.2251
N: -1.0831 1.2928 0.2302
F: 0.6493 -2.2750 -0.3500
F: 0.7244 -0.7296 1.1463
S: -1.1807 -0.2700 -0.6238
Cl: 1.7683 -0.1530 -1.3355
H: -0.2788 1.8468 -0.0826
H: -1.1681 1.2123 1.2405


Computed, not measured: a 30-piece molecular cluster, C13H84O34SSi overall, with ωB97M-V/def2-TZVPD.

Computed properties:
Net charge = 0
HOMO level = -8.60 eV

Cartesian coordinates (Å):
C: -1.8122 7.7614 -4.6866
C: -1.1754 6.2975 -4.8788
S: -2.1845 4.9335 -4.0781
C: -1.2972 3.3794 -4.5879
C: -2.0844 2.0262 -4.2797
C: -3.4755 1.7880 -5.0941
O: -3.3232 2.1318 -6.4819
C: -3.2065 0.9388 -7.3215
O: -1.1971 0.9983 -4.8854
C: -1.1531 -0.1721 -4.0546
O: -0.8194 -1.3064 -4.4926
O: -1.4889 0.1223 -2.7000
C: -2.1393 1.4382 -2.7969
C: -2.0007 2.3928 -1.5223
C: -0.5207 3.0038 -1.2835
O: -0.0787 2.5703 0.0178
Si: 1.0843 1.3084 0.0470
C: 1.6062 0.5321 -1.6089
C: 2.6952 1.9898 0.8956
C: 0.5334 -0.1706 1.1836
H: -2.4092 8.0662 -5.6081
H: -2.3934 7.8249 -3.7039
H: -0.9350 8.5041 -4.5929
H: -0.9789 6.0902 -5.9972
H: -0.1309 6.3274 -4.3828
H: -1.1920 3.4308 -5.7400
H: -0.2370 3.4219 -4.1686
H: -4.2552 2.4862 -4.5970
H: -3.8353 0.7179 -4.9026
H: -3.5018 1.1939 -8.3982
H: -2.0980 0.6179 -7.3684
H: -3.8607 0.0567 -6.9395
H: -3.2540 1.1153 -2.7218
H: -2.3608 1.8050 -0.5970
H: -2.7460 3.2730 -1.6207
H: -0.6770 4.1513 -1.2090
H: 0.2018 2.8526 -2.1484
H: 0.9552 -0.3502 -1.9244
H: 2.6812 0.1240 -1.4665
H: 1.6875 1.2661 -2.4969
H: 2.4151 2.6945 1.7559
H: 3.3503 1.1269 1.2999
H: 3.3355 2.5501 0.1084
H: 1.3968 -0.9370 1.1252
H: 0.3593 0.2073 2.2463
H: -0.3820 -0.6786 0.7157
O: 4.5110 2.6764 3.1015
H: 4.9403 2.2672 3.8679
H: 4.9316 3.5451 3.0337
O: 7.4169 3.9621 3.5374
H: 7.6189 3.2689 2.8969
H: 7.8520 4.7455 3.1790
O: 2.6670 -2.1946 2.6000
H: 3.0653 -3.0208 2.2971
H: 2.1427 -2.4561 3.3681
O: -2.0279 -1.0479 2.9639
H: -2.5412 -0.2396 2.8434
H: -2.5463 -1.7224 2.5062
O: 0.3450 -3.6529 0.9799
H: -0.3927 -3.9902 0.4549
H: -0.0291 -2.8953 1.4498
O: 6.4116 0.9682 4.5199
H: 7.0929 0.6394 3.9209
H: 5.9228 0.1740 4.7763
O: 0.9662 -6.7989 1.1214
H: 0.5910 -5.9094 1.1693
H: 0.1988 -7.3810 1.1795
O: -0.5178 -3.7132 3.9504
H: -1.0322 -2.9028 3.8274
H: -1.0332 -4.3889 3.4914
O: -4.8999 7.2106 -4.1802
H: -4.4994 6.3837 -4.4805
H: -5.4221 6.9516 -3.4081
O: 1.7260 -1.8306 -5.9008
H: 2.2749 -1.0697 -6.1251
H: 0.9775 -1.4472 -5.4206
O: -5.1187 -1.5912 -7.8693
H: -4.7253 -2.4191 -8.1697
H: -5.6430 -1.8486 -7.0963
O: -2.2916 4.8658 1.0465
H: -1.8952 4.0403 0.7353
H: -2.8088 4.6003 1.8158
O: -6.3967 5.8576 -1.4622
H: -6.6107 5.8196 -0.5189
H: -6.8496 5.0919 -1.8353
O: -6.7061 -3.3082 -6.4551
H: -7.4971 -3.1341 -6.9817
H: -6.8810 -4.1648 -6.0464
O: 5.2388 -2.7193 0.3356
H: 4.4979 -3.0548 -0.1867
H: 4.8675 -1.9612 0.8082
O: -1.2896 -5.6809 5.9797
H: -1.0817 -6.3739 5.3396
H: -0.8504 -4.8933 5.6238
O: -2.7709 -8.1876 7.1136
H: -2.3470 -8.5951 7.8799
H: -2.3523 -7.3198 7.0495
O: -5.8445 5.9218 1.4302
H: -5.4182 5.5193 2.1957
H: -5.4244 6.7885 1.3579
O: 7.0659 -4.2985 -2.0593
H: 6.4579 -3.9363 -1.4013
H: 7.9242 -3.9375 -1.8069
O: 4.0321 5.3475 1.9310
H: 3.6579 6.2355 1.9827
H: 3.2635 4.7653 1.9944
O: 1.1376 7.1840 -6.6922
H: 1.3353 6.4858 -7.3291
H: 1.5764 7.9631 -7.0556
O: -0.5483 -10.1465 8.1358
H: 0.1363 -10.4724 7.5387
H: -1.0349 -10.9417 8.3883
O: -2.7560 -9.5564 10.2170
H: -2.0720 -9.8860 9.6205
H: -3.2461 -10.3475 10.4729
O: 5.6813 -1.6897 6.3411
H: 6.3711 -1.3149 6.9035
H: 5.1336 -2.1980 6.9517
O: -0.9251 4.2643 -8.3363
H: -0.2463 3.9328 -8.9372
H: -1.4142 3.4722 -8.0752
O: 6.3820 -2.5182 2.9826
H: 5.8606 -2.7242 3.7696
H: 6.0542 -3.1371 2.3151
O: 9.1850 -2.3195 3.3654
H: 9.3844 -1.6339 4.0139
H: 8.2808 -2.1165 3.0773
O: -3.9737 -4.6780 5.2835
H: -3.0430 -4.7826 5.5302
H: -4.4500 -4.7968 6.1139
O: -1.6714 -6.7937 10.4783
H: -0.9872 -7.1230 9.8832
H: -2.1621 -7.5877 10.7332


Computed, not measured: one molecule with the formula C4H2F2O, with ωB97M-V/def2-TZVPD.

Computed properties:
Net charge = 0
ΔE to the lowest compared entry with this formula, charge and spin = 459.2 kJ/mol
HOMO level = -10.82 eV

Cartesian coordinates (Å):
C: -1.7780 1.3192 1.0168
C: -0.9939 0.5165 0.4590
C: 0.3495 0.4190 -0.3167
C: -0.3997 -0.8099 -0.1795
O: 1.5266 0.7616 0.2724
F: -0.1465 -1.8503 0.6370
F: -0.8638 -1.4220 -1.2789
H: 0.2374 1.0110 -1.1977
H: 2.0683 0.0549 0.5876


Computed, not measured: C37H39Cl4N7Sn as an isolated structure, with ωB97M-V/def2-TZVPD.

Computed properties:
Net charge = 0
HOMO level = -7.99 eV

Cartesian coordinates (Å):
Sn: -3.7157 17.1129 -11.7170
Cl: -5.7875 14.5040 -12.8497
Cl: -2.2991 18.2747 -8.5393
Cl: -5.7912 11.1599 -8.9713
C: -4.9948 11.4794 -10.5162
C: -5.6270 10.7708 -11.6742
Cl: -5.2738 9.0553 -11.5465
H: -3.9210 11.2989 -10.4657
H: -5.0757 12.5480 -10.7155
H: -5.3395 11.1323 -12.6615
H: -6.7022 10.9209 -11.5765
N: -1.8819 14.6294 -11.2840
C: -2.1836 13.3130 -11.4592
C: -1.4395 12.2894 -10.8019
C: -0.5056 12.6911 -9.8174
C: -0.4140 14.0314 -9.4759
C: -1.0904 14.9257 -10.3061
H: -2.8393 12.9382 -12.2312
H: -1.3777 11.2924 -11.2123
H: 0.1153 11.8971 -9.4298
H: 0.2784 14.3252 -8.7008
H: -1.0360 15.9919 -10.1425
N: -5.7104 18.4873 -13.9840
C: -6.1006 17.9205 -15.1511
C: -7.2816 18.2517 -15.8161
C: -8.1644 19.1693 -15.2344
C: -7.8429 19.7461 -14.0186
C: -6.5961 19.3664 -13.4564
H: -5.3392 17.3001 -15.6004
H: -7.4932 17.7105 -16.7264
H: -9.1755 19.3392 -15.5736
H: -8.5238 20.3902 -13.4821
H: -6.2567 19.8665 -12.5614
N: -4.8533 15.4408 -9.1709
C: -6.1480 15.1432 -8.8785
C: -6.5742 14.3392 -7.7978
C: -5.6169 13.9764 -6.8404
C: -4.2762 14.2518 -7.1055
C: -3.9228 14.9594 -8.2619
H: -6.9008 15.4733 -9.5789
H: -7.6173 14.0596 -7.7823
H: -5.8326 13.4786 -5.9065
H: -3.4621 14.1116 -6.4097
H: -2.8772 15.1921 -8.3996
N: -0.8219 17.8776 -12.6176
C: -0.3208 19.0606 -12.1675
C: 0.9057 19.6346 -12.5477
C: 1.6709 18.9105 -13.4436
C: 1.2100 17.7308 -14.0084
C: 0.0068 17.1929 -13.4851
H: -0.8696 19.6691 -11.4639
H: 1.1869 20.5299 -12.0132
H: 2.6885 19.2222 -13.6276
H: 1.8027 17.1860 -14.7284
H: -0.4246 16.2266 -13.7008
N: -6.2339 18.1997 -10.2605
C: -7.4921 17.9916 -10.7686
C: -8.6341 18.6431 -10.2487
C: -8.5078 19.3726 -9.0912
C: -7.3000 19.6291 -8.6095
C: -6.1661 19.0113 -9.1792
H: -7.6670 17.4689 -11.6973
H: -9.5848 18.5457 -10.7516
H: -9.3481 19.9005 -8.6650
H: -7.2857 20.3067 -7.7686
H: -5.1544 19.2235 -8.8665
N: -3.4581 20.2278 -11.8385
C: -3.3202 20.8251 -13.0332
C: -3.3094 22.2404 -13.1988
C: -3.2671 23.0454 -12.0336
C: -3.2224 22.4044 -10.7736
C: -3.3806 21.0106 -10.7571
H: -3.5006 20.2997 -13.9594
H: -3.4138 22.7231 -14.1592
H: -3.3060 24.1244 -12.0607
H: -3.0072 23.0612 -9.9437
H: -3.3540 20.5688 -9.7720
N: -2.9867 16.6037 -15.0235
C: -2.6733 17.5006 -15.9984
C: -2.5711 17.0747 -17.3304
C: -2.9241 15.7416 -17.6973
C: -3.4043 14.9236 -16.6450
C: -3.3200 15.3883 -15.3407
H: -2.4174 18.4960 -15.6667
H: -2.2645 17.7700 -18.0979
H: -2.9291 15.3906 -18.7186
H: -3.6107 13.8907 -16.8836
H: -3.6315 14.6961 -14.5725


Computed, not measured: B2CsF4H4 as an isolated structure, with ωB97M-V/def2-TZVPD.

Computed properties:
Net charge = -1
ΔE to the lowest compared entry with this formula, charge and spin = 0.0 kJ/mol
HOMO level = -5.92 eV

Cartesian coordinates (Å):
Cs: 1.0858 0.7486 0.1477
B: -1.4867 1.8148 1.7888
H: -0.8144 1.1477 2.4574
H: -1.8629 1.1414 0.9261
H: -2.3536 2.2542 2.4326
H: -0.8119 2.5746 1.2426
B: 1.2382 -1.9389 -1.7831
F: 1.4793 -2.0023 -0.4050
F: 2.1507 -1.1138 -2.4909
F: 1.4214 -3.2384 -2.2820
F: -0.0459 -1.3880 -2.0342


Number 1: maximum force 0.084 Eh/bohr. Number 2: maximum force 0.024 Eh/bohr. Number 3: maximum force 0.013 Eh/bohr. Number 4: maximum force 0.049 Eh/bohr. Number 5: maximum force 0.109 Eh/bohr. Number 6: maximum force 0.066 Eh/bohr. Number 7: maximum force 0.069 Eh/bohr. Number 8: maximum force 0.041 Eh/bohr.